Entry from OMol25: a molecular structure, C23H38BBr2N4O3Pd (ωB97M-V/def2-TZVPD).

```
72
Properties=species:S:1:pos:R:3
Pd -0.90 0.05 -0.32
Br 1.09 -0.96 1.55
C 1.46 -2.35 0.28
Br 0.54 -1.95 -1.39
H 1.08 -3.30 0.65
H 2.52 -2.39 0.08
C 3.73 0.72 -6.91
C 3.22 0.91 -5.51
C 4.10 1.12 -4.45
C 3.65 1.30 -3.16
C 4.67 1.54 -2.08
C 2.25 1.27 -2.91
C 1.83 1.45 -1.54
O 0.68 1.59 -1.12
C 1.35 1.06 -3.98
C -0.15 1.02 -3.83
C 1.86 0.88 -5.25
H 4.82 0.73 -6.94
H 3.36 1.51 -7.56
H 3.38 -0.23 -7.32
H 5.16 1.16 -4.65
H 5.66 1.63 -2.52
H 4.71 0.71 -1.36
H 4.48 2.45 -1.52
H 2.64 1.48 -0.80
H -0.55 2.04 -3.89
H -0.47 0.60 -2.88
H -0.59 0.44 -4.64
H 1.17 0.71 -6.07
C -1.70 2.81 0.32
N -2.37 1.49 0.05
C -3.25 1.68 -1.16
N -4.21 2.74 -0.96
C -3.49 3.99 -0.68
N -2.67 3.87 0.52
C -3.53 3.54 1.65
N -4.24 2.28 1.41
C -3.28 1.22 1.22
C -5.05 2.42 0.20
H -1.07 3.05 -0.53
H -1.08 2.70 1.21
H -3.75 0.74 -1.36
H -2.60 1.93 -2.00
H -4.22 4.79 -0.54
H -2.86 4.24 -1.54
H -4.25 4.34 1.80
H -2.92 3.44 2.55
H -3.81 0.29 1.03
H -2.65 1.12 2.10
H -5.78 3.21 0.34
H -5.57 1.48 0.01
C -3.79 -3.75 -1.26
C -3.92 -2.83 -0.06
C -5.38 -2.66 0.31
O -3.41 -1.53 -0.48
B -2.18 -1.36 0.07
O -1.82 -2.33 0.95
C -2.97 -3.21 1.14
C -3.55 -2.88 2.51
C -2.47 -4.64 1.12
H -4.37 -3.35 -2.08
H -4.15 -4.75 -1.04
H -2.75 -3.83 -1.59
H -5.94 -2.35 -0.57
H -5.52 -1.91 1.09
H -5.80 -3.61 0.67
H -3.83 -1.83 2.58
H -2.79 -3.07 3.27
H -4.42 -3.49 2.74
H -1.90 -4.86 0.21
H -3.29 -5.35 1.19
H -1.82 -4.81 1.98
```

Results
F_max ... 0.6 eV/Å
Orbital gap ... 8.457 eV
LUMO energy ... -2.9 eV
Net charge ... +1
Energy relative to the best compared isomer or geometry (same formula, charge and spin) ... 0.0 kcal/mol
E_HOMO ... -11.4 eV
E_tot ... -6644.609846 Eh